An isolated molecule of C22H27N3O6, computed with ωB97M-V/def2-TZVPD.

Summary:
**ΔE to the lowest compared entry with this formula, charge and spin**: 34.6 kcal per mole
**M**: 429.47 u
**E_LUMO**: -0.0041 Eh
**Orbital gap**: 8.14 eV
**SMILES string**: COC(=O)c1[nH]c(C)c(/C(O)=C2\C(=O)C(=O)N(CCN(C)C)[C@@H]2c2ccc(C)o2)c1C
**Highest occupied orbital energy**: -8.3 eV

```
! RIJCOSX wB97M-V def2-TZVPD def2/J DEFGRID3
* xyz 0 1
C -8.440 -0.804 0.526
O -7.032 -0.717 0.681
C -6.378 -0.047 -0.299
O -6.944 0.462 -1.238
C -4.949 -0.032 -0.057
N -4.385 -0.617 1.050
C -3.047 -0.503 1.015
C -2.194 -0.995 2.119
C -2.713 0.189 -0.150
C -1.390 0.566 -0.605
O -1.227 1.826 -1.067
C -0.305 -0.254 -0.621
C -0.252 -1.683 -0.408
O -1.143 -2.445 -0.089
C 1.184 -2.098 -0.715
O 1.659 -3.211 -0.648
N 1.844 -0.984 -1.101
C 3.237 -0.974 -1.463
C 4.176 -0.673 -0.274
N 5.287 -1.607 -0.261
C 6.463 -1.062 0.380
C 4.910 -2.875 0.336
C 1.056 0.233 -1.054
C 1.626 1.233 -0.097
C 1.584 1.308 1.263
C 2.340 2.452 1.619
C 2.791 2.992 0.451
C 3.627 4.189 0.174
O 2.359 2.253 -0.593
C -3.926 0.502 -0.823
C -4.084 1.213 -2.122
H -8.878 0.195 0.471
H -8.810 -1.338 1.397
H -8.688 -1.345 -0.390
H -4.920 -1.092 1.760
H -2.738 -0.981 3.061
H -1.880 -2.018 1.903
H -1.298 -0.387 2.204
H -2.070 2.297 -1.037
H 3.382 -0.242 -2.260
H 3.478 -1.967 -1.849
H 3.597 -0.720 0.663
H 4.573 0.340 -0.367
H 6.774 -0.156 -0.140
H 7.269 -1.791 0.312
H 6.302 -0.821 1.444
H 3.985 -3.237 -0.105
H 4.762 -2.790 1.425
H 5.698 -3.603 0.147
H 1.028 0.703 -2.048
H 1.083 0.632 1.927
H 2.522 2.819 2.608
H 4.528 3.908 -0.370
H 3.908 4.664 1.108
H 3.077 4.903 -0.439
H -4.997 0.876 -2.607
H -3.236 1.026 -2.778
H -4.184 2.290 -1.970
*
```

Atom charges from the natural (NBO) analysis, given in e for atoms 1 to 4: -0.26 -0.52 0.76 -0.60

A structure of composition C60H56FGeO2P4PtS2, computed with ωB97M-V/def2-TZVPD.

Summary:
**M**: 1283.82 u
**E_LUMO (spin up / spin down)**: -0.1840 / -0.1840 Eh
**Orbital gap (spin up / spin down)**: 4.80 / 4.80 eV
**Highest occupied orbital energy (spin up / spin down)**: -9.8 / -9.8 eV

```
! RIJCOSX wB97M-V def2-TZVPD def2/J DEFGRID3
* xyz 1 1
Pt 0.168 -0.032 -0.608
F 0.054 0.151 -5.687
Ge 0.112 0.071 -3.879
C 2.129 0.044 -3.916
C 2.693 0.105 -5.192
C 4.065 0.167 -5.371
C 4.916 0.180 -4.276
C 4.375 0.107 -3.009
C 2.990 0.026 -2.822
P 2.470 -0.119 -1.090
C 3.361 -1.617 -0.554
C 3.633 -1.853 0.794
C 4.319 -2.993 1.181
C 4.701 -3.928 0.231
C 4.399 -3.720 -1.105
C 3.727 -2.575 -1.501
C 3.353 1.320 -0.403
C 2.964 2.555 -0.923
C 3.612 3.712 -0.532
C 4.629 3.652 0.411
C 5.015 2.429 0.935
C 4.388 1.261 0.522
C -0.923 -1.660 -3.922
C -1.189 -2.172 -5.192
C -1.839 -3.383 -5.357
C -2.223 -4.130 -4.252
C -1.965 -3.638 -2.989
C -1.335 -2.398 -2.818
P -1.106 -1.893 -1.103
C -2.768 -1.882 -0.377
C -2.881 -1.467 0.951
C -4.114 -1.438 1.576
C -5.256 -1.791 0.872
C -5.158 -2.149 -0.465
C -3.926 -2.188 -1.095
C -0.207 -3.303 -0.395
C 0.630 -4.062 -1.215
C 1.331 -5.131 -0.684
C 1.237 -5.423 0.669
C 0.431 -4.649 1.493
C -0.291 -3.594 0.966
C -0.841 1.844 -3.734
C -1.056 2.483 -4.957
C -1.787 3.655 -5.044
C -2.342 4.216 -3.904
C -2.123 3.610 -2.684
C -1.359 2.440 -2.585
P -1.153 1.840 -0.884
C -0.436 3.233 0.026
C 0.069 4.370 -0.602
C 0.609 5.395 0.156
C 0.664 5.291 1.538
C 0.172 4.155 2.166
C -0.364 3.123 1.417
C -2.896 1.764 -0.368
C -3.712 0.917 -1.119
C -5.071 0.865 -0.874
C -5.625 1.651 0.129
C -4.817 2.491 0.878
C -3.452 2.553 0.632
H 2.056 0.101 -6.063
H 4.472 0.208 -6.373
H 5.987 0.245 -4.407
H 5.027 0.102 -2.144
H 3.296 -1.143 1.538
H 4.565 -3.155 2.222
H 5.223 -4.826 0.538
H 4.700 -4.447 -1.848
H 3.505 -2.418 -2.548
H 2.165 2.598 -1.657
H 3.328 4.662 -0.963
H 5.124 4.559 0.732
H 5.816 2.378 1.661
H 4.730 0.312 0.910
H -0.885 -1.624 -6.071
H -2.035 -3.753 -6.354
H -2.717 -5.085 -4.373
H -2.238 -4.219 -2.116
H -2.006 -1.139 1.501
H -4.175 -1.128 2.610
H -6.223 -1.772 1.358
H -6.049 -2.396 -1.028
H -3.879 -2.449 -2.142
H 0.718 -3.832 -2.268
H 1.950 -5.738 -1.330
H 1.790 -6.255 1.085
H 0.363 -4.879 2.548
H -0.934 -3.002 1.604
H -0.658 2.057 -5.865
H -1.935 4.122 -6.009
H -2.939 5.116 -3.964
H -2.547 4.042 -1.786
H 0.029 4.465 -1.679
H 0.986 6.283 -0.336
H 1.090 6.094 2.126
H 0.196 4.077 3.243
H -0.733 2.232 1.913
H -3.273 0.318 -1.909
H -5.703 0.219 -1.467
H -6.689 1.615 0.320
H -5.248 3.114 1.650
H -2.835 3.226 1.211
C 2.188 -2.640 4.196
C 1.080 -2.060 5.058
C -0.227 -2.811 4.894
O 0.967 -0.644 4.786
P 0.067 0.182 3.770
S -1.880 0.063 3.997
S 0.710 -0.252 1.879
O 0.492 1.667 4.127
C 1.736 2.208 4.643
C 2.903 1.842 3.742
C 1.952 1.822 6.098
H 2.436 -3.646 4.536
H 3.085 -2.022 4.268
H 1.868 -2.684 3.153
H 1.378 -2.092 6.108
H -0.529 -2.821 3.846
H -1.019 -2.341 5.472
H -0.100 -3.837 5.242
H 1.557 3.284 4.596
H 3.049 0.761 3.739
H 3.817 2.316 4.103
H 2.717 2.176 2.720
H 2.312 0.800 6.184
H 1.015 1.909 6.647
H 2.684 2.495 6.547
*
```

Atom charges from the Löwdin analysis, given in e for atoms 1 to 4: 0.44 -0.35 0.99 -0.24

A cluster of 2 separate species, C7H6N2O4S in total, computed with ωB97M-V/def2-TZVPD.

Summary:
**ΔE to the lowest compared entry with this formula, charge and spin**: 34.2 kcal per mole
**M**: 214.20 u
**E_LUMO (spin up / spin down)**: -0.0230 / -0.0230 Eh
**Orbital gap (spin up / spin down)**: 7.84 / 7.84 eV
**Highest occupied orbital energy (spin up / spin down)**: -8.5 / -8.5 eV

```
! RIJCOSX wB97M-V def2-TZVPD def2/J DEFGRID3
* xyz 0 1
C -2.254 -0.402 2.025
C -1.005 -0.330 2.527
C -2.492 -0.801 0.699
C 0.066 -0.526 1.717
C -1.410 -1.019 -0.110
C -0.093 -0.848 0.351
C 1.025 -0.756 -0.567
N 0.456 0.052 -2.059
N 0.168 1.020 -2.807
O 0.705 2.249 -2.687
O 3.317 1.071 -2.045
O 3.199 0.940 0.368
O 2.078 -1.268 -0.508
S 3.808 0.450 -0.847
H -3.069 -0.015 2.709
H -0.773 -0.117 3.604
H -3.404 -0.690 0.080
H 1.122 -0.449 2.001
H -1.628 -1.295 -1.104
H 0.183 2.734 -3.345
*
```

Atom charges from the natural (NBO) analysis, given in e for atoms 1 to 4: -0.17 -0.22 -0.23 -0.15